2 unconnected molecules or ions with the total composition C4H6O2 at a distorted geometry. Source: OMol25; level of theory: ωB97M-V/def2-TZVPD.

Properties
F_max (eV Å⁻¹): 1.56
E (eV): -8339.08258
Energy above the lowest of the compared OMol25 structures with the same formula, charge and spin (kJ/mol): 133.0
Gap between HOMO and LUMO (eV): 9.7

Structure (XYZ):
```
12
Properties=species:S:1:pos:R:3:forces:R:3
C -1.5531 -0.0844 -0.6202 -0.104 0.057 -0.029
C -0.0728 0.1246 -0.5330 0.112 0.205 0.074
C 0.4933 1.1611 0.0882 -0.379 -0.109 -0.088
O 1.8212 1.3106 0.3295 0.160 -0.137 -0.056
C 1.5539 -1.4935 1.2430 -0.712 -1.301 0.482
O 0.9026 -2.3744 1.5405 0.785 1.055 -0.309
H -1.8486 -1.0172 -0.1212 0.051 0.145 -0.109
H -2.0909 0.7324 -0.1275 0.053 -0.097 -0.116
H -1.8890 -0.1476 -1.6606 -0.015 -0.001 0.127
H 0.5682 -0.6281 -0.9930 -0.074 0.095 0.108
H -0.0856 1.9974 0.4775 0.019 -0.175 -0.017
H 2.2008 0.4191 0.3767 0.104 0.263 -0.066
```
Positions in Å, forces in eV/Å.

2 unconnected molecules or ions with the total composition C4H7NO2 at a distorted geometry. Source: OMol25; level of theory: ωB97M-V/def2-TZVPD.

Properties
F_max (eV Å⁻¹): 1.17
E (eV): -9845.64755
Energy above the lowest of the compared OMol25 structures with the same formula, charge and spin (kJ/mol): 157.5
Gap between HOMO and LUMO (eV): 8.6

Structure (XYZ):
```
14
Properties=species:S:1:pos:R:3:forces:R:3
C -0.8131 -1.4786 0.0993 0.017 -0.183 0.001
C -0.4835 -0.1296 -0.4552 0.058 0.014 -0.332
C -1.2116 2.0332 0.8733 -0.794 0.235 0.833
O -2.0132 1.8085 1.6404 0.417 0.056 -0.398
C 0.7601 0.3987 -0.4737 -0.155 -0.265 -0.015
O 0.9822 1.7053 -0.7528 0.233 -0.243 -0.203
N 1.9061 -0.2854 -0.1900 0.193 -0.088 0.154
H -0.1594 -1.7369 0.9429 -0.086 0.012 -0.147
H -1.8422 -1.5000 0.4774 0.166 -0.015 -0.074
H -0.7272 -2.2700 -0.6551 -0.041 -0.071 0.121
H -1.2458 0.3848 -1.0352 0.099 0.038 0.257
H 0.2045 2.1493 -0.3744 0.102 0.321 -0.175
H 1.8837 -1.2889 -0.1135 0.052 0.268 -0.018
H 2.7594 0.2096 0.0167 -0.262 -0.080 -0.005
```
Positions in Å, forces in eV/Å.

2 unconnected molecules or ions with the total composition C2H8N2O at a distorted geometry. Source: OMol25; level of theory: ωB97M-V/def2-TZVPD.

Properties
F_max (eV Å⁻¹): 1.08
E (eV): -7226.57599
Energy above the lowest of the compared OMol25 structures with the same formula, charge and spin (kJ/mol): 555.0
Gap between HOMO and LUMO (spin up / spin down) (eV): 8.4 / 8.4

Structure (XYZ):
```
13
Properties=species:S:1:pos:R:3:forces:R:3
C 0.0902 0.0775 -0.3392 -0.073 0.042 0.023
C -0.0746 -1.3917 -0.1038 -0.030 0.062 0.035
N 0.0504 0.9619 0.7176 -0.982 -0.054 -0.440
N -1.4174 0.8615 -0.1762 0.945 -0.076 0.367
O 2.1147 0.4190 0.2385 -0.142 -0.125 0.007
H 2.4292 -0.0941 0.9926 0.030 0.067 -0.092
H 0.4699 1.8442 0.4321 -0.019 -0.025 -0.052
H 0.4536 0.3908 -1.3098 0.011 0.036 0.068
H -2.1550 0.5123 0.4203 0.129 0.037 -0.007
H -1.6491 1.6750 -0.7323 0.112 -0.071 0.105
H 0.8944 -1.8663 -0.2393 -0.030 0.039 -0.003
H -0.7858 -1.8160 -0.8149 0.036 0.044 0.021
H -0.4206 -1.5742 0.9144 0.014 0.024 -0.032
```
Positions in Å, forces in eV/Å.

C7H12O2Si in the gas phase at a distorted geometry. Source: OMol25; level of theory: ωB97M-V/def2-TZVPD.

Properties
F_max (eV Å⁻¹): 6.30
Structure (SMILES): C=C[SiH2]/C(C(C)=O)=C(\C)O
E (eV): -19423.57818
Energy above the lowest of the compared OMol25 structures with the same formula, charge and spin (kJ/mol): 322.7
Gap between HOMO and LUMO (eV): 9.4

Structure (XYZ):
```
22
Properties=species:S:1:pos:R:3:forces:R:3
C -1.7348 2.6569 -1.3289 -1.334 0.456 -0.261
C -1.2291 1.4436 -1.3614 2.199 -1.200 -0.064
Si 0.5312 0.8644 -0.8334 -0.842 -0.169 -0.464
C 0.4317 -0.5559 0.3709 0.105 -3.020 0.099
C 0.1715 -2.1713 -0.1771 0.238 5.071 3.728
C -0.1466 -2.2415 -1.6103 3.598 -0.531 -0.509
O 0.1401 -3.0156 0.7160 -0.207 -0.567 -2.127
C 0.5861 -0.4141 1.7693 -0.078 -0.730 -3.953
C 0.7754 0.8461 2.4677 1.218 1.686 1.191
O 0.5885 -1.4573 2.5627 -0.129 0.451 1.179
H -2.6144 2.9988 -1.9372 0.758 -0.480 0.840
H -1.3396 3.3328 -0.5883 0.223 0.608 -0.281
H -1.5864 0.6086 -1.9405 -0.928 0.197 -0.679
H 1.3180 1.8654 -0.2293 0.549 1.288 0.828
H 1.3669 0.7619 -2.1502 -0.883 -0.607 0.832
H -0.8008 -3.0718 -1.7316 -0.832 -0.253 -0.905
H -0.2665 -1.2461 -2.0523 -1.014 -0.579 0.164
H 0.8954 -2.4835 -2.0846 -1.667 -0.152 0.631
H 0.5665 1.8114 1.9677 -0.166 -0.956 -0.142
H 0.1437 0.7614 3.3498 0.154 0.315 0.299
H 1.8554 0.9470 2.7973 -1.140 -0.334 -0.121
H 0.3480 -2.2412 2.0238 0.181 -0.494 -0.288
```
Positions in Å, forces in eV/Å.

C4H3NO2 in the gas phase at a distorted geometry. Source: OMol25; level of theory: ωB97M-V/def2-TZVPD.

Properties
F_max (eV Å⁻¹): 2.91
Structure (SMILES): [H]/N=C1/C=CC(=O)O1
E (eV): -9779.49725
Energy above the lowest of the compared OMol25 structures with the same formula, charge and spin (kJ/mol): 211.2
Gap between HOMO and LUMO (eV): 9.7

Structure (XYZ):
```
10
Properties=species:S:1:pos:R:3:forces:R:3
H 2.7542 0.6943 -0.0239 -0.147 -0.152 0.225
N 2.2948 -0.2115 0.1094 -0.637 -0.116 -0.305
C 1.0440 -0.0951 0.0678 0.260 -0.057 -0.505
C -0.0481 -1.1177 0.1251 -0.260 1.247 -0.792
C -1.1835 -0.4585 0.3335 -0.558 0.181 0.281
C -0.9595 0.9628 0.0497 -0.735 0.956 0.432
O -1.7708 1.8077 -0.2105 0.798 -0.407 0.235
O 0.4012 1.1395 -0.0717 0.018 0.338 0.346
H -0.4002 -1.7510 -0.6622 1.530 -2.468 0.123
H -2.1321 -0.9706 0.2827 -0.269 0.477 -0.039
```
Positions in Å, forces in eV/Å.

A molecular structure, C47H52N11O5P2PtS at a distorted geometry. Source: OMol25; level of theory: ωB97M-V/def2-TZVPD.

Properties
F_max (eV Å⁻¹): 8.48
E (eV): -108839.90595
2S+1: 5
Total charge: +1
Gap between HOMO and LUMO (spin up / spin down) (eV): 3.3 / 4.9

Structure (XYZ):
```
119
Properties=species:S:1:pos:R:3:forces:R:3
Pt 1.0953 1.7884 -0.6682 1.186 -3.062 -1.562
C 0.0309 2.2052 6.2688 -0.016 -0.002 -0.020
C 0.0501 0.9365 5.7019 0.017 0.092 -0.163
C 0.3893 0.7753 4.3609 -0.076 -0.128 0.035
C 0.7180 1.8778 3.5646 -0.265 0.122 0.526
C 0.6939 3.1481 4.1532 -0.030 0.077 0.007
C 0.3532 3.3119 5.4929 0.049 -0.089 -0.118
P 1.1701 1.7596 1.8022 2.276 -1.299 0.219
C 0.3832 0.1465 1.3074 -1.153 -0.020 3.019
C 1.1119 -1.0539 1.0126 -2.550 -0.272 3.490
C 0.4504 -2.2347 0.6448 -0.960 -1.516 1.414
C -0.9135 -2.2536 0.5554 0.352 -0.297 0.417
C -1.6420 -1.0994 0.8325 0.240 0.500 -0.058
C -0.9978 0.0865 1.2056 -0.015 -1.594 0.865
C 2.9828 1.4232 1.7915 -0.757 0.798 0.487
C 3.6760 1.1027 2.9823 0.646 -0.436 0.731
C 5.0427 0.8569 2.9816 -0.498 0.050 -0.149
C 5.7711 0.9265 1.7947 0.241 -0.253 0.634
C 5.1376 1.2487 0.5785 0.420 0.044 0.153
C 5.8821 1.3200 -0.6151 -0.194 0.046 -0.809
C 5.2754 1.6372 -1.8244 0.213 -0.028 0.343
C 3.9088 1.8898 -1.8671 0.131 0.035 0.180
C 3.1584 1.8215 -0.6925 -0.369 -0.620 0.489
C 3.7411 1.5031 0.5603 1.219 3.202 -0.504
H -0.2353 2.3309 7.3127 0.029 -0.007 -0.089
H -0.1995 0.0684 6.3028 0.055 0.060 -0.062
H 0.4019 -0.2310 3.9526 0.028 0.116 -0.079
H 0.9420 4.0299 3.5678 0.022 -0.116 -0.029
H 0.3388 4.3048 5.9292 0.026 -0.085 -0.060
H 2.2036 -1.0833 1.0801 -1.081 -1.284 4.213
H 1.0163 -3.1206 0.4332 -0.275 0.258 0.395
H -1.4268 -3.1658 0.2689 0.032 0.045 0.043
H -2.7117 -1.1209 0.7608 0.168 -0.053 -0.076
H -1.5990 0.9514 1.4182 0.105 -0.548 0.613
H 3.1615 1.0383 3.9350 -0.115 0.087 -0.138
H 5.5449 0.6127 3.9117 -0.076 0.045 -0.062
H 6.8386 0.7314 1.8233 -0.092 0.078 -0.165
H 6.9507 1.1273 -0.6034 -0.113 0.006 0.184
H 5.8672 1.6883 -2.7323 -0.041 0.023 0.065
H 3.4220 2.1385 -2.8004 0.258 0.006 0.065
O 1.0789 3.5048 -0.6584 -0.027 6.692 -0.019
C -0.2679 0.4020 -5.6427 -0.281 0.049 -0.047
N -0.7004 0.1679 -4.2606 -0.112 -0.921 0.394
C -1.8012 1.0971 -3.8983 -1.164 0.711 -2.331
N -1.4278 2.5040 -4.1343 -0.455 0.513 0.047
C -0.9734 2.6833 -5.5176 -0.167 -0.069 0.055
N 0.1417 1.7865 -5.8296 0.393 0.121 -0.200
C 1.3328 2.0970 -5.0250 0.758 0.394 -0.951
P 1.0616 1.9018 -3.2046 0.842 1.815 -0.137
C 0.4547 0.2562 -3.3218 -1.352 0.530 -1.580
C -0.4143 2.9881 -3.1679 -0.967 -0.319 -0.465
H -1.0988 0.1612 -6.3277 0.195 0.253 0.325
H 0.5582 -0.2803 -5.9128 -0.173 0.288 0.316
H -2.1309 0.9493 -2.7705 -1.416 1.382 -8.243
H -2.6900 0.8538 -4.5057 0.584 0.107 -0.164
H -0.6795 3.7325 -5.6955 0.045 -0.407 0.255
H -1.8120 2.4799 -6.2061 0.328 -0.141 0.296
H 1.6537 3.1330 -5.2292 -0.145 -0.354 0.035
H 2.1647 1.4382 -5.3310 -0.289 0.191 0.038
H 0.1214 -0.0211 -2.3445 0.374 0.785 -0.714
H 1.2624 -0.4321 -3.6135 -0.240 0.325 -0.094
H -0.1360 4.0369 -3.3645 0.027 -0.465 -0.092
H -0.8393 2.9485 -2.1696 0.223 0.795 -0.824
C -0.1149 -1.9720 -2.3244 0.136 -1.337 1.186
C 1.0231 -1.5000 -1.4468 1.002 -0.472 -1.013
N 1.1339 -0.3432 -0.6654 1.421 -1.780 -4.579
C 2.3809 -0.4284 -0.0509 2.088 -1.705 -3.847
C 3.0342 -1.5921 -0.4560 0.774 -0.687 -1.984
N 2.1692 -2.2443 -1.3038 -0.564 1.847 0.125
C 2.4729 -3.5038 -1.9825 0.096 -0.506 -0.117
N 1.5797 -4.5922 -1.6591 0.390 0.850 -0.005
N 0.8873 -5.1910 -2.6537 -1.071 -1.023 0.865
N 0.1796 -6.1526 -2.1338 0.737 0.921 -0.926
C 0.4323 -6.1938 -0.7870 -0.048 -0.150 0.525
C -0.0680 -7.0407 0.2078 -0.092 -0.181 0.429
C 0.3707 -6.8576 1.5121 -0.337 -0.187 -0.639
C 1.2944 -5.8503 1.8273 0.323 0.448 -0.283
C 1.8035 -5.0010 0.8528 0.100 -0.536 0.436
C 1.3459 -5.1995 -0.4530 0.111 -0.110 -0.291
H -0.8312 -1.1932 -2.4965 -0.544 -0.700 0.058
H -0.6451 -2.7974 -1.8418 0.223 -0.105 -0.197
H 0.2471 -2.3054 -3.2968 -0.044 0.003 0.026
H 2.7248 0.3260 0.6234 -0.117 -0.873 0.218
H 4.0054 -1.9867 -0.2006 -0.040 0.134 -0.056
H 3.4838 -3.8204 -1.7140 0.010 0.449 0.043
H 2.4332 -3.3116 -3.0568 -0.103 -0.338 0.094
H -0.7813 -7.8171 -0.0405 0.048 0.042 -0.001
H -0.0097 -7.5019 2.2976 0.067 0.079 -0.094
H 1.6146 -5.7270 2.8573 -0.002 -0.008 -0.147
H 2.5080 -4.2204 1.1128 0.090 -0.142 -0.005
C -5.1958 -1.7894 4.0331 -0.239 -0.344 -0.258
C -4.6975 -0.3655 3.8694 0.216 0.025 0.267
S -5.0314 0.2603 2.2347 -0.968 0.384 1.125
O -6.4525 0.4586 2.1018 0.403 -0.115 -0.226
O -4.3100 -0.5455 1.2937 -0.369 -0.084 -0.581
C -4.2797 1.8784 2.2751 0.524 -0.068 -0.115
C -4.2422 2.5317 0.8952 -0.068 0.631 -0.374
N -3.1373 2.1181 -0.0104 1.065 0.643 -0.011
C -1.8157 2.4569 0.2014 -0.643 0.561 -0.407
N -1.0024 1.8207 -0.6543 -2.603 0.779 0.938
C -1.8086 1.1312 -1.4854 -0.119 -0.780 5.286
C -3.1393 1.3368 -1.1521 1.167 -0.640 1.001
N -4.2812 0.8512 -1.8407 -0.685 -0.006 -0.281
O -4.1064 -0.1055 -2.5815 0.052 0.321 0.451
O -5.3277 1.4694 -1.7050 0.365 -0.312 0.106
C -1.3593 3.4053 1.2497 -0.302 0.317 -0.040
H -4.9852 -2.1498 5.0417 -0.003 0.119 -0.084
H -4.7064 -2.4606 3.3231 -0.018 0.075 0.075
H -6.2730 -1.8520 3.8636 0.090 0.029 0.052
H -3.6154 -0.3226 4.0219 -0.022 0.110 -0.086
H -5.1871 0.3018 4.5826 0.028 0.074 -0.140
H -3.2824 1.7772 2.7089 -0.025 0.004 0.041
H -4.8996 2.4694 2.9535 0.069 0.054 -0.159
H -4.1053 3.6099 1.0125 -0.142 -0.134 0.127
H -5.2038 2.3966 0.4045 0.184 -0.107 -0.272
H -1.3848 0.5625 -2.2737 1.709 -1.640 3.407
H -2.0507 4.2434 1.3666 -0.099 -0.142 -0.010
H -0.3855 3.8187 0.9787 -0.133 -0.101 -0.078
H -1.2511 2.8974 2.2103 -0.110 0.163 0.080
```
Positions in Å, forces in eV/Å.

C17H25N3O3 in the gas phase at a distorted geometry. Source: OMol25; level of theory: ωB97M-V/def2-TZVPD.

Properties
F_max (eV Å⁻¹): 1.31
Structure (SMILES): O=C(NC1CCN(C(=O)NC2CCCCC2)CC1)c1ccco1
E (eV): -28648.80474
Energy above the lowest of the compared OMol25 structures with the same formula, charge and spin (kJ/mol): 145.6
Gap between HOMO and LUMO (eV): 9.7

Structure (XYZ):
```
48
Properties=species:S:1:pos:R:3:forces:R:3
O 4.2167 1.0694 1.5924 0.248 0.018 0.115
C 3.9780 0.7044 0.4565 -0.343 -0.082 -0.260
N 2.7299 0.6247 -0.0606 -0.164 -0.037 -0.180
C 1.5468 0.9808 0.6881 -0.160 -0.024 0.000
C 0.6957 1.9920 -0.0814 -0.010 0.011 0.365
C -0.5722 2.3149 0.7110 -0.053 0.227 -0.376
N -1.3278 1.1117 1.0055 -0.046 0.230 0.092
C -2.2954 0.7568 0.0854 0.054 -0.052 0.350
O -2.5709 1.4683 -0.8624 -0.104 0.232 -0.365
N -2.9364 -0.4285 0.3197 0.050 -0.294 0.092
C -4.1178 -0.7862 -0.4438 -0.050 0.027 -0.196
C -4.0967 -2.2938 -0.7324 -0.177 0.105 -0.200
C -5.5104 -2.8089 -0.9771 0.128 -0.144 0.096
C -6.3514 -2.7114 0.3018 0.030 0.014 0.001
C -5.9204 -1.5200 1.1664 -0.164 0.119 -0.111
C -5.4116 -0.3831 0.2877 0.074 -0.003 0.105
C -0.5538 0.1678 1.7811 0.098 -0.392 -0.077
C 0.7049 -0.2569 1.0170 0.010 0.263 0.274
C 5.0406 0.3095 -0.4840 1.199 0.097 0.527
C 6.3988 0.2786 -0.3035 -0.925 0.087 0.082
C 6.9489 -0.1715 -1.5231 -0.354 -0.128 -0.447
C 5.8911 -0.3819 -2.3551 0.827 -0.069 -0.034
O 4.7343 -0.0961 -1.7418 -0.494 0.054 0.049
H 2.6120 0.3052 -1.0094 0.093 0.018 0.020
H 1.9107 1.4286 1.6202 -0.100 -0.046 -0.111
H 1.2650 2.9047 -0.2594 0.054 0.009 -0.046
H 0.4052 1.5700 -1.0463 -0.011 0.009 -0.087
H -1.2173 2.9776 0.1336 0.123 -0.005 0.162
H -0.3130 2.7935 1.6602 -0.002 0.016 -0.021
H -2.8975 -0.8192 1.2470 0.093 0.068 -0.011
H -4.0433 -0.2178 -1.3753 -0.039 -0.148 0.135
H -3.4623 -2.4941 -1.5965 0.111 -0.006 0.068
H -3.6652 -2.8219 0.1211 0.069 -0.053 0.048
H -5.9653 -2.2163 -1.7723 -0.040 -0.020 -0.090
H -5.4768 -3.8446 -1.3190 -0.053 0.040 -0.097
H -6.2520 -3.6305 0.8826 -0.060 -0.044 -0.023
H -7.4036 -2.6102 0.0310 -0.046 -0.040 0.054
H -6.7611 -1.1783 1.7724 0.075 -0.029 0.101
H -5.1296 -1.8255 1.8554 0.017 -0.008 0.106
H -6.1792 -0.1245 -0.4422 -0.067 0.059 -0.041
H -5.2151 0.5094 0.8849 -0.030 0.054 -0.094
H -1.1437 -0.7120 2.0364 0.045 0.090 0.086
H -0.2626 0.6632 2.7140 -0.059 -0.106 0.004
H 1.2895 -0.9547 1.6179 0.045 -0.043 -0.023
H 0.4094 -0.7553 0.0903 -0.003 -0.065 -0.035
H 6.9179 0.5476 0.5925 0.033 0.076 0.230
H 7.9847 -0.3179 -1.7497 0.191 -0.053 -0.121
H 5.8354 -0.7218 -3.3708 -0.115 -0.033 -0.117
```
Positions in Å, forces in eV/Å.